1.
{"formula": "C4H4BClNO5P", "method": "ωB97M-V/def2-TZVPD", "elements": ["Cl", "P", "O", "O", "O", "O", "O", "N", "C", "C", "C", "C", "B", "H", "H", "H", "H"], "xyz": [[2.659, 1.509, 1.308], [2.370, 0.090, -0.275], [-0.313, -2.560, 1.567], [-2.524, -2.168, 0.687], [-1.376, 0.959, -1.773], [2.042, 1.063, -1.656], [1.899, -3.066, 0.656], [-1.424, 2.114, 0.457], [0.820, -0.855, 0.254], [0.900, -2.340, 0.843], [-0.570, -0.525, 0.238], [-1.323, -1.812, 0.829], [-1.129, 0.890, -0.336], [-2.310, 1.263, -1.894], [-1.311, 1.977, 1.471], [2.380, 0.610, -2.474], [-0.789, 2.852, 0.097]], "forces_ev_per_a": [[-0.8914, -0.7095, -1.1954], [1.0466, -0.1450, -0.9924], [0.1025, -0.1100, -2.5462], [6.0175, 1.6181, 1.1052], [-0.6416, -0.3242, 2.5010], [-0.2758, -1.2416, 1.2712], [-4.6954, 2.1831, 1.5347], [1.5896, -1.9328, -0.5487], [-4.3855, 0.1933, 0.7215], [3.4147, 0.5542, -1.0930], [2.9580, -1.5588, 0.4766], [-3.0279, 0.0397, -0.7595], [-1.2854, 0.8516, -1.5336], [1.2717, 0.0438, 0.0272], [0.1104, 0.3989, -0.7128], [-0.3250, 0.4222, 1.2756], [-0.9831, -0.2828, 0.4686]], "energy_ha": -1412.2395, "homo_ev": -9.7, "orbital_gap_ha": 0.298, "relative_energy_kj_mol": 0.00, "lumo_ha": -0.0596}

---

2.
{"formula": "C4H4BClO3S", "method": "ωB97M-V/def2-TZVPD", "elements": ["Cl", "S", "O", "O", "O", "C", "C", "C", "C", "B", "H", "H", "H", "H"], "xyz": [[-0.903, 1.733, 1.338], [-0.893, -1.153, -1.589], [2.134, -1.592, 2.292], [1.852, 0.217, 0.700], [0.219, -1.455, 1.049], [-1.195, 0.762, 0.002], [-1.678, 0.258, -2.187], [-0.581, -0.444, -0.130], [-1.771, 1.184, -1.228], [1.408, -0.912, 1.406], [3.029, -1.756, 2.166], [-2.286, 2.197, -1.446], [-2.005, 0.434, -3.211], [2.671, 0.527, 0.838]], "forces_ev_per_a": [[-0.2701, 0.8664, 1.0337], [0.1979, -1.0755, -1.8439], [-1.5745, -0.6503, 1.6730], [-4.7167, -2.2415, -0.4722], [-3.4248, 3.1018, -3.4380], [1.1543, -0.1882, -0.0486], [0.0443, -0.5801, -0.6084], [1.2685, -2.3434, 3.7871], [-1.2873, 2.5346, 0.2217], [0.5998, 1.4779, -2.1268], [2.2572, -0.0768, -0.3045], [1.1202, -1.8069, 0.7958], [0.1340, -0.6344, 0.2928], [4.4970, 1.6163, 1.0382]], "energy_ha": -1263.8342, "homo_ev": -9.0, "orbital_gap_ha": 0.341, "relative_energy_kj_mol": 0.00, "lumo_ha": 0.0108}

---

> Number 1 is which compound?

C4H4BClNO5P

---

> Number 1 is which compound?

C4H4BClNO5P